18
Properties=species:S:1:pos:R:3:mulliken_charge:R:1 method="wB97M-V/def2-TZVPD" smiles="CC(C)=C(C)[SiH3]" e_above_lowest_kcal_mol=8.7 homo_ev=-8.91 max_force_ev_per_a=0.73 gap_ha=0.363 mol_weight_da=100.2
C -0.6296 0.3341 -0.0714 0.659
C 0.5209 -0.3477 -0.0335 0.372
C -1.0769 1.2728 1.0060 -1.440
C -1.5864 0.2121 -1.2260 -1.366
C 0.8688 -1.2681 -1.1751 -1.259
Si 1.7633 -0.2152 1.3802 0.502
H -1.1765 2.2815 0.6029 0.331
H -0.3787 1.2987 1.8369 0.338
H -2.0551 0.9698 1.3811 0.341
H -1.9391 -0.8144 -1.3274 0.317
H -1.0967 0.4795 -2.1622 0.315
H -2.4481 0.8599 -1.0893 0.365
H 0.9811 -0.7056 -2.1032 0.301
H 1.7973 -1.8002 -0.9881 0.384
H 0.0802 -2.0047 -1.3333 0.301
H 2.9175 -1.0627 1.0668 -0.206
H 1.1791 -0.6756 2.6456 -0.127
H 2.2356 1.1645 1.5465 -0.128

=====

12
Properties=species:S:1:pos:R:3:mulliken_charge:R:1 method="wB97M-V/def2-TZVPD" smiles="C#CC(=O)CC" e_above_lowest_kcal_mol=39.1 homo_ev=-10.32 max_force_ev_per_a=0.56 gap_ha=0.394 mol_weight_da=82.1
C -1.8638 -0.0528 -0.4189 -1.089
C -0.5866 0.2499 0.3527 -0.366
C 0.6502 0.0579 -0.5011 0.106
O 0.6121 -0.0349 -1.7088 -0.508
C 1.9307 -0.0159 0.2083 -0.395
C 2.9875 -0.1196 0.7776 0.337
H -2.7432 0.1685 0.1919 0.351
H -1.9007 -1.1071 -0.7121 0.300
H -1.9082 0.5444 -1.3332 0.284
H -0.4919 -0.3645 1.2567 0.310
H -0.5737 1.2927 0.7034 0.272
H 3.9351 -0.2202 1.2619 0.398

=====

42
Properties=species:S:1:pos:R:3:mulliken_charge:R:1 method="wB97M-V/def2-TZVPD" total_charge=-1 e_above_lowest_kcal_mol=0.0 homo_ev=-2.96 max_force_ev_per_a=2.63 gap_ha=0.201 mol_weight_da=414.1
C 0.6336 -2.2017 3.5222 -0.540
C -0.7481 -2.2789 3.0653 -0.865
C -0.7161 -2.2646 1.6252 -0.470
H -1.6042 -2.4809 3.7069 0.598
C 0.6404 -2.2099 1.2138 -0.152
C 1.4701 -2.1724 2.3593 -0.906
H 2.5591 -2.1989 2.3773 0.406
H 0.9605 -2.3420 4.5512 0.555
H -1.5911 -2.3613 0.9841 0.364
H 0.9816 -2.2572 0.1798 0.294
C -0.9093 2.3491 2.0669 -0.724
C -0.6100 2.2304 3.4717 -0.595
C 0.8305 2.0411 3.5891 -0.602
H -1.2820 2.4360 4.3040 0.588
C 1.3852 2.1445 2.2676 -0.647
C 0.3173 2.2947 1.3463 -0.393
H 0.4146 2.3830 0.2624 0.375
H -1.8993 2.5521 1.6596 0.429
H 1.3734 2.0036 4.5327 0.534
H 2.4511 2.1550 2.0381 0.410
Sn -0.2163 -0.0261 3.0455 1.096
O -0.0461 -0.2265 -1.6418 -0.282
C -1.3041 -0.7392 -2.1128 -0.283
C -0.0421 -0.9594 -2.9391 -0.147
H -1.7034 -1.5935 -1.5585 0.150
H -2.0145 0.0042 -2.4914 0.247
H 0.4000 -1.9556 -2.8552 0.367
H 1.0251 -1.8987 -5.2611 0.317
C 0.7079 -0.8571 -5.3424 -0.494
C 0.1676 -0.2199 -4.1980 0.594
C -0.2501 1.1242 -4.3134 -0.433
H -0.6711 1.6409 -3.4512 0.309
C -0.1290 1.7945 -5.5320 -0.522
H -0.4409 2.8370 -5.6085 0.347
C 0.3960 1.1506 -6.6611 -0.431
H 0.4859 1.6766 -7.6153 0.347
C 0.8083 -0.1862 -6.5562 -0.434
H 1.2182 -0.7012 -7.4272 0.344
O 0.4709 -0.1304 5.5599 -0.612
C -0.7635 -0.1731 5.8746 0.051
O -1.7183 -0.1195 5.0164 -0.666
H -1.0379 -0.2632 6.9454 0.475

=====

100
Properties=species:S:1:pos:R:3:mulliken_charge:R:1 method="wB97M-V/def2-TZVPD" total_charge=-1 homo_ev=-4.16 max_force_ev_per_a=4.98 gap_ha=0.232 mol_weight_da=740.5
C -1.7650 2.3967 1.6553 -0.355
C -0.1102 2.2649 1.5343 0.449
Br 0.7995 3.8842 0.6908 -0.173
C 0.6775 1.0779 1.9937 -0.062
Br -0.2778 -0.4888 2.8847 -0.147
Nb 2.9727 0.8780 1.7686 -0.966
C 2.9186 1.2847 -0.4719 -0.230
N 3.7668 0.3430 -1.3110 -0.476
H -2.0183 3.2125 2.4563 0.101
H -2.3024 1.3760 1.8527 0.023
H -2.1469 2.7759 0.5954 0.130
H 3.2627 2.6087 2.2060 0.008
H 3.0737 0.3624 3.5289 -0.082
H 2.6582 -0.8992 1.3855 -0.032
H 4.7563 0.5192 1.6636 0.342
H 1.7862 1.2225 -0.8315 -0.073
H 3.2434 2.4107 -0.6990 0.270
H 4.5735 0.9388 -1.6654 0.269
H 3.1667 0.1556 -2.1693 0.144
C 7.5964 -1.3447 1.0990 -0.910
C 8.1587 0.0541 1.2449 -0.287
O 7.3618 0.8053 2.1487 -0.475
H 6.5646 -1.3085 0.7343 0.216
H 8.1970 -1.9357 0.4018 0.332
H 7.5743 -1.8563 2.0667 0.308
H 8.1587 0.5694 0.2799 0.253
H 9.1858 0.0268 1.6215 0.260
H 7.3753 0.3439 3.0047 0.289
C -2.4058 5.3475 6.3349 -1.118
C -2.0991 4.4788 5.1326 -0.055
O -3.2976 4.1784 4.4329 -0.540
H -3.1052 4.8403 7.0076 0.283
H -1.4926 5.5845 6.8880 0.262
H -2.8834 6.2828 6.0254 0.389
H -1.6422 3.5362 5.4479 0.203
H -1.4105 4.9844 4.4487 0.253
H -3.6912 5.0215 4.1500 0.293
C -3.9213 -2.2447 2.0362 -0.642
C -3.6740 -3.3550 3.0363 -0.381
O -2.2896 -3.6678 3.0813 -0.609
H -3.5805 -2.5421 1.0391 0.187
H -4.9847 -1.9946 1.9862 0.403
H -3.3600 -1.3452 2.3093 0.084
H -4.2191 -4.2586 2.7479 0.288
H -4.0002 -3.0603 4.0384 0.300
H -1.8153 -2.8613 3.3465 0.203
C 2.0565 3.8301 8.7992 -1.114
C 1.2175 3.5646 7.5664 -0.149
O 1.1174 4.7455 6.7843 -0.496
H 1.6140 4.6310 9.4005 0.289
H 2.1398 2.9304 9.4154 0.323
H 3.0622 4.1603 8.5197 0.326
H 0.2071 3.2560 7.8501 0.281
H 1.6604 2.7737 6.9532 0.289
H 2.0192 5.0064 6.5305 0.264
C 0.1928 -1.7350 -3.7067 -1.007
C 0.6838 -0.3090 -3.5668 0.913
O 2.0342 -0.2166 -3.9958 -0.615
H 0.8128 -2.4152 -3.1136 0.309
H -0.8456 -1.8242 -3.3757 0.250
H 0.2610 -2.0679 -4.7474 0.267
H 0.6345 0.0122 -2.5221 -0.117
H 0.0769 0.3756 -4.1672 -0.352
H 2.0658 -0.4958 -4.9269 0.320
C -2.0934 1.9461 -7.7008 -1.258
C -1.8461 0.8357 -6.7007 0.289
O -0.4618 0.5229 -6.6557 -0.514
H -1.7527 1.6486 -8.6979 0.295
H -3.1569 2.1961 -7.7509 0.363
H -1.5322 2.8455 -7.4277 0.351
H -2.3913 -0.0678 -6.9892 0.207
H -2.1723 1.1304 -5.6986 -0.016
H 0.0126 1.3294 -6.3905 0.298
C -3.0556 0.3346 -1.3974 -1.004
C -2.8843 1.0052 -2.7447 0.030
O -1.9209 2.0440 -2.6505 -0.526
H -3.3739 1.0620 -0.6434 0.221
H -3.7986 -0.4660 -1.4518 0.364
H -2.1066 -0.0879 -1.0515 0.301
H -3.8295 1.4449 -3.0764 0.385
H -2.5536 0.2870 -3.5012 -0.059
H -1.0832 1.6419 -2.3634 0.270
C -0.7149 -6.1036 0.0371 -1.149
C -0.6284 -4.6257 -0.2831 0.029
O -1.6637 -3.9227 0.3878 -0.357
H -1.6869 -6.5066 -0.2656 0.271
H 0.0739 -6.6607 -0.4762 0.365
H -0.6218 -6.2726 1.1148 0.336
H -0.7438 -4.4595 -1.3583 0.122
H 0.3358 -4.2125 0.0283 0.254
H -1.5473 -4.0697 1.3420 0.247
C -2.5619 -5.1102 -6.8614 -1.171
C -2.1664 -3.7183 -6.4137 -0.144
O -1.2368 -3.7990 -5.3434 -0.454
H -3.0066 -5.6693 -6.0317 0.283
H -3.2819 -5.0656 -7.6834 0.352
H -1.6842 -5.6750 -7.1918 0.348
H -3.0429 -3.1650 -6.0640 0.271
H -1.7091 -3.1573 -7.2345 0.235
H -0.4587 -4.2846 -5.6668 0.253